Entry 1:
DFT (ωB97M-V with the def2-TZVPD basis set) results for a structure of composition C3H7MgNiO3.

XYZ file:
```
15
Properties=species:S:1:pos:R:3:forces:R:3:mulliken_charge:R:1
O 1.19517 -1.63331 -1.34722 -0.22 0.03 0.44 -0.774
C 0.79972 -0.49073 -2.03386 -0.04 -0.01 -0.21 -0.325
C 0.53716 0.67261 -1.08232 0.20 0.38 -0.26 -0.361
O -0.27094 0.16856 -0.00794 -0.07 -0.33 0.09 -0.318
C -0.71070 1.14806 0.91821 -0.39 -0.17 1.25 -0.587
Mg 0.33076 -1.77181 0.33167 -0.19 -0.13 0.47 0.643
H -0.12520 -0.66963 -2.61963 0.19 0.06 0.10 0.241
H 1.56735 -0.15039 -2.75473 -0.15 -0.10 0.16 0.314
H 0.00292 1.49552 -1.58054 0.11 -0.15 0.11 0.325
H 1.47657 1.05594 -0.65038 -0.20 -0.08 -0.10 0.300
H -1.14539 0.61586 1.82012 0.39 0.57 -1.17 0.193
H -1.46140 1.79846 0.44970 0.17 -0.15 0.16 0.248
Ni -0.74941 -2.40678 3.00408 0.02 0.42 -0.27 0.302
O -1.58852 -1.57732 4.27975 0.37 -0.29 -0.61 -0.505
H 0.14192 1.74496 1.27307 -0.18 -0.05 -0.16 0.303
```
Positions in Å, forces in eV/Å.

Values from the calculation:
- Calculated total energy: -2052.48375 Ha
- Spin multiplicity: 4
- Kohn-Sham gap (spin up / spin down): 0.2900 / 0.2542 Ha
- HOMO energy (spin up / spin down): -7.730 / -8.150 eV
- F_max: 0.0263 hartree/bohr
- Total charge: 0

Entry 2:
DFT (ωB97M-V with the def2-TZVPD basis set) results for a structure of composition C3H6O2.

XYZ file:
```
11
Properties=species:S:1:pos:R:3:forces:R:3:mulliken_charge:R:1
C -0.10858 -0.00293 -1.07833 1.15 -0.99 3.73 -0.595
C 0.82574 -0.57571 0.46147 2.39 0.10 -2.08 -1.048
C -0.97769 0.16881 0.08856 -5.73 -0.02 -3.05 0.803
O -0.99262 1.41154 0.69719 0.50 -0.77 0.45 -0.462
O -1.97478 -0.57131 0.20995 2.17 1.20 1.14 -0.643
H -0.10995 1.80183 0.72100 -0.07 0.02 -0.14 0.324
H 0.23177 0.88895 -1.60515 0.60 -0.36 0.48 0.270
H -0.22666 -0.94178 -1.60750 -0.26 0.40 -0.05 0.303
H 1.51921 0.23245 0.69303 0.12 -0.20 -0.05 0.339
H 1.35207 -1.41771 0.02075 0.35 0.13 -0.07 0.328
H 0.46150 -0.99414 1.39904 -1.21 0.49 -0.36 0.381
```
Positions in Å, forces in eV/Å.

Values from the calculation:
- Calculated total energy: -268.29402 Ha
- Kohn-Sham gap: 0.3634 Ha
- HOMO energy: -9.303 eV
- F_max: 0.1263 hartree/bohr
- Total charge: 0
- ΔE to the lowest compared entry with this formula, charge and spin: 3.0261 eV

Entry 3:
DFT (ωB97M-V with the def2-TZVPD basis set) results for a structure of composition C16H16NO3S2Ti.

XYZ file:
```
39
Properties=species:S:1:pos:R:3:forces:R:3:mulliken_charge:R:1
Ti 0.57696 0.03842 -0.09694 0.01 0.10 -0.21 0.470
C -1.75258 -0.54965 2.66029 0.01 0.02 -0.01 -1.765
C -0.44917 -0.98736 2.06068 -0.01 -0.03 0.02 1.144
C 0.74548 -0.34152 2.38570 0.03 -0.06 0.04 -0.730
C 1.97096 -0.71331 1.80716 0.04 -0.04 0.04 1.209
C 3.23744 -0.00116 2.18483 0.01 0.00 -0.02 -1.801
C 1.96715 -1.72953 0.84550 -0.05 0.01 0.09 -0.768
C 0.78223 -2.41566 0.50651 0.03 -0.07 0.03 1.035
C 0.80637 -3.50395 -0.52896 0.01 0.02 -0.01 -1.818
C -0.40633 -2.03605 1.12491 0.04 0.03 0.00 -0.555
H -1.87754 -0.99482 3.64952 -0.01 -0.01 0.00 0.360
H -2.58417 -0.85687 2.02897 0.00 -0.01 0.01 0.347
H -1.77651 0.53455 2.77104 0.00 0.00 0.01 0.377
H 0.72742 0.48737 3.08309 -0.01 0.02 -0.02 0.454
H 3.62765 -0.41457 3.11692 0.00 0.00 0.00 0.366
H 3.05298 1.06239 2.32788 0.00 0.00 0.00 0.321
H 3.99787 -0.11706 1.41452 0.00 0.00 0.00 0.403
H 2.89143 -1.98506 0.34188 -0.01 0.02 -0.03 0.480
H 1.27139 -4.40128 -0.11676 -0.01 0.00 0.00 0.352
H 1.38711 -3.20171 -1.40090 0.00 0.00 0.00 0.390
H -0.20144 -3.75671 -0.85246 0.00 0.00 0.00 0.396
H -1.33662 -2.49991 0.82441 -0.01 0.01 0.01 0.528
O 2.56991 1.27111 -3.35256 0.00 0.02 0.03 -0.629
C 1.84973 1.39168 -2.39437 0.00 -0.04 0.03 0.554
O 1.74470 0.42592 -1.47859 -0.10 -0.02 0.04 -0.468
C 0.99793 2.61644 -2.18229 0.01 -0.01 -0.06 0.428
C 0.78500 3.37538 -3.33582 0.02 -0.03 0.04 -0.688
C 0.00907 4.51618 -3.31983 0.01 0.00 -0.02 -0.548
C -0.56010 4.92965 -2.12265 0.00 0.01 0.00 -0.535
C -0.34793 4.20085 -0.96888 0.01 -0.02 0.01 -0.783
C 0.42576 3.03584 -0.97127 -0.01 0.02 0.04 0.774
S 0.66069 2.27493 0.62138 0.00 0.03 0.02 -0.467
H 1.25076 3.02901 -4.24806 -0.01 0.01 -0.01 0.443
H -0.15187 5.07700 -4.23084 0.00 0.00 0.00 0.389
H -1.17151 5.82242 -2.08654 0.00 0.00 0.00 0.364
H -0.78327 4.52349 -0.03242 -0.01 0.01 0.00 0.430
O -3.18631 -1.43146 -0.31420 0.00 -0.02 0.01 -0.529
S -2.56594 -0.44804 -1.21064 -0.05 0.05 -0.01 0.191
N -1.18973 0.01091 -0.91505 0.05 -0.04 -0.07 -0.121
```
Positions in Å, forces in eV/Å.

Values from the calculation:
- Calculated total energy: -2545.72594 Ha
- Spin multiplicity: 2
- Kohn-Sham gap (spin up / spin down): 0.2584 / 0.2705 Ha
- HOMO energy (spin up / spin down): -7.418 / -8.058 eV
- F_max: 0.0045 hartree/bohr
- Total charge: 0
- ΔE to the lowest compared entry with this formula, charge and spin: 0.1938 eV

Entry 4:
DFT (ωB97M-V with the def2-TZVPD basis set) results for a structure of composition C13H5F3IIrN4O12S2.

XYZ file:
```
41
Properties=species:S:1:pos:R:3:forces:R:3:mulliken_charge:R:1
Ir 0.05654 1.06429 -0.84632 0.14 0.12 -0.27 1.471
F 5.07678 -2.08860 -2.67882 0.00 0.00 0.02 -0.213
C 4.17924 -1.78829 -3.62797 -0.02 0.00 0.01 0.625
F 4.56531 -0.62413 -4.18480 0.00 0.02 -0.01 -0.234
F 4.29722 -2.72861 -4.58368 0.00 -0.02 -0.01 -0.303
C 2.77217 -1.72125 -3.09557 0.02 -0.01 -0.01 -0.199
C 1.92324 -2.77953 -3.34039 -0.01 0.00 0.00 -0.281
C 0.65617 -2.77035 -2.78693 -0.01 0.00 0.00 -0.944
C 0.27721 -1.67618 -2.04609 0.01 0.02 -0.01 -0.151
N 1.07262 -0.61258 -1.83961 0.03 -0.03 0.05 0.007
C 2.32683 -0.64150 -2.31362 0.01 0.01 0.02 0.610
S 3.49386 0.62918 -1.95281 0.01 0.01 0.00 0.029
H 2.26450 -3.61033 -3.94136 0.00 0.00 0.00 0.489
H -0.03400 -3.58868 -2.92532 0.01 -0.01 0.00 0.444
H -0.70549 -1.60814 -1.60638 -0.02 0.01 0.01 0.402
O -3.96791 -0.15775 -0.89185 -0.01 -0.02 0.01 -0.669
C -2.84359 0.10423 -0.51552 0.05 0.03 0.03 0.244
O -1.78723 0.14297 -1.25848 -0.08 -0.02 0.00 -0.741
C -2.63639 0.38728 0.95430 -0.02 0.03 -0.03 0.434
C -3.41779 1.33641 1.57576 0.02 -0.01 0.01 -0.452
C -3.13161 1.67736 2.88316 -0.01 0.00 0.01 -0.184
C -2.10466 1.07695 3.63614 0.02 0.00 0.00 -0.686
C -1.39650 0.07704 3.06500 -0.02 -0.01 0.03 0.134
C -1.60888 -0.35105 1.68427 0.03 -0.13 -0.04 0.840
O -0.97120 -1.26375 1.15567 0.00 0.09 0.03 -0.630
N -0.41956 -0.62565 3.90426 -0.04 0.04 -0.02 1.040
O 0.28514 0.05897 4.61741 0.02 -0.02 0.00 -0.582
O -0.42525 -1.83510 3.85854 0.01 -0.02 0.00 -0.560
N -3.93384 2.72230 3.53667 0.05 0.04 -0.02 1.028
O -3.61678 3.04617 4.66595 -0.02 -0.02 0.00 -0.631
O -4.85986 3.19380 2.91193 -0.02 -0.01 0.01 -0.610
H -4.20438 1.83842 1.03375 0.00 0.00 0.00 0.526
H -1.91005 1.39427 4.64926 0.00 0.01 0.00 0.601
O -1.85682 3.19261 -0.15120 0.00 -0.03 0.00 -0.370
N -0.85695 2.58152 0.11836 -0.06 0.03 -0.03 -0.026
I 0.37180 2.54166 -3.02879 -0.05 -0.04 0.13 -0.373
O 3.46395 1.29483 1.73342 0.02 -0.01 -0.01 -0.603
S 2.64701 0.59255 0.80372 0.00 -0.03 0.01 1.151
O 1.19817 0.91515 0.96293 -0.02 -0.07 0.10 -0.745
O 2.84380 1.39064 -0.67060 -0.03 -0.01 -0.05 -0.313
O 2.91719 -0.78710 0.53564 0.00 0.03 0.04 -0.575
```
Positions in Å, forces in eV/Å.

Values from the calculation:
- Calculated total energy: -3118.13198 Ha
- Spin multiplicity: 6
- Kohn-Sham gap (spin up / spin down): 0.2296 / 0.1893 Ha
- HOMO energy (spin up / spin down): -4.834 / -6.117 eV
- F_max: 0.0063 hartree/bohr
- Total charge: -1
- ΔE to the lowest compared entry with this formula, charge and spin: 0.0000 eV

Entry 5:
DFT (ωB97M-V with the def2-TZVPD basis set) results for a structure of composition C13H36Ag2N3O4.

XYZ file:
```
58
Properties=species:S:1:pos:R:3:forces:R:3:mulliken_charge:R:1
Ag -0.44743 -1.15435 2.75436 0.38 0.26 -0.10 0.819
Ag 2.00495 1.49167 1.90720 -0.16 0.02 -0.63 0.420
C 1.15172 -1.37118 -0.00795 -0.60 -0.01 0.36 -0.480
O 1.21642 -0.67933 1.19998 0.14 -0.51 0.24 -0.113
H 1.74520 -0.98630 -0.83726 -0.16 0.76 -0.03 0.268
H 1.68274 -2.31405 0.12281 0.22 -0.53 0.54 0.337
H 0.11216 -1.60790 -0.23464 0.11 0.13 -0.62 0.063
C 0.19094 4.58273 -0.10704 0.02 2.33 0.18 -1.603
C -0.32814 3.21363 -0.04260 0.58 -1.26 0.32 0.453
C -1.29559 2.87165 -1.18763 0.52 -0.09 -0.23 -0.855
O -1.62895 1.47127 -1.17380 -1.27 -0.18 -0.74 -0.273
C -2.64667 1.03938 -2.19040 0.89 -0.32 1.50 -0.176
N 0.89719 2.32552 -0.09354 -1.40 -0.52 1.05 -0.190
H -0.60444 5.32741 -0.07657 -0.12 0.01 -0.50 0.410
H 0.83577 4.74394 -0.97092 -0.32 0.05 -0.37 0.445
H 0.80763 4.92393 0.72446 0.08 -0.67 0.38 0.381
H -0.81666 3.01300 0.91092 -0.15 0.00 0.02 0.180
H -0.81117 3.07041 -2.14363 0.09 0.30 -0.16 0.332
H -2.12779 3.56704 -1.07824 -0.46 -0.34 -0.09 0.473
H -3.60853 1.52986 -2.04081 0.33 0.62 -0.34 0.351
H -2.88398 -0.00098 -1.96812 0.30 -0.06 0.37 -0.370
H -2.26644 0.98202 -3.21031 0.07 0.86 0.03 0.364
H 0.44710 1.49316 -0.44666 0.63 -0.76 -0.43 0.265
H 1.49772 2.71673 -0.80517 0.35 -0.14 -0.13 0.236
C 5.87195 -0.03970 3.68855 1.01 -0.80 0.66 -1.533
C 4.81974 0.67387 2.91644 0.93 0.70 -2.39 0.413
C 4.81331 0.22847 1.44179 0.93 -0.27 0.24 -0.854
O 3.92077 1.03613 0.66065 0.45 -0.23 0.52 -0.071
C 4.06751 1.09810 -0.75908 -0.10 -1.00 0.06 -0.862
N 3.51320 0.41776 3.45955 -1.43 0.86 1.00 -0.458
H 6.92863 0.14709 3.49712 -0.17 0.47 -0.67 0.403
H 5.75384 -1.10532 3.49209 -0.05 -0.28 0.36 0.415
H 5.81808 0.15640 4.75942 -0.43 -0.13 0.08 0.391
H 4.98360 1.75084 2.87928 -0.04 0.16 0.28 0.281
H 4.58100 -0.83641 1.42978 -0.77 -0.23 -0.26 0.315
H 5.84514 0.20462 1.09125 0.04 0.73 -0.39 0.503
H 3.08244 1.33538 -1.16086 0.24 0.65 0.02 0.156
H 4.23370 0.10268 -1.17094 0.48 -0.19 0.09 0.398
H 4.87448 1.76340 -1.06615 -0.24 0.11 0.01 0.285
H 3.49515 -0.51682 3.84208 -0.21 -0.69 -0.44 0.278
H 3.50909 0.93628 4.32629 -0.43 0.48 0.36 0.292
C -5.38645 -2.53575 0.56456 -1.06 -0.15 0.28 -1.548
C -4.42691 -2.84285 -0.55648 0.21 1.75 1.45 0.588
C -5.03035 -2.56923 -1.90203 -1.54 -0.24 -1.82 -0.659
O -4.07564 -2.36641 -2.92738 -0.11 -0.41 1.23 -0.149
C -3.44095 -3.49532 -3.50639 0.89 0.44 -0.29 -0.596
N -3.28103 -2.00743 -0.29225 1.11 -0.83 -0.74 -0.379
H -6.20664 -3.25320 0.59066 0.28 -0.27 0.55 0.415
H -5.89486 -1.57357 0.50280 0.25 0.25 -0.71 0.395
H -4.84051 -2.39579 1.49754 -0.07 -0.75 0.23 0.363
H -4.14880 -3.89626 -0.52344 0.18 -0.43 -0.33 0.255
H -5.69278 -1.70410 -1.93080 0.48 0.49 0.32 0.422
H -5.71990 -3.39166 -2.09232 0.28 -0.38 -0.43 0.497
H -3.12885 -4.24234 -2.77655 -0.42 -0.12 0.39 0.337
H -2.53739 -3.06998 -3.94315 -0.18 -0.24 -0.38 0.277
H -4.06614 -3.97167 -4.26159 -0.25 0.03 -0.07 0.335
H -2.64897 -2.50465 0.31879 -0.16 0.19 0.84 0.270
H -2.70922 -1.78183 -1.09365 -0.17 0.36 -0.64 0.089
```
Positions in Å, forces in eV/Å.

Values from the calculation:
- Calculated total energy: -1274.81163 Ha
- Spin multiplicity: 3
- Kohn-Sham gap (spin up / spin down): 0.2546 / 0.1565 Ha
- HOMO energy (spin up / spin down): -17.738 / -17.589 eV
- F_max: 0.0517 hartree/bohr
- Total charge: +3

Entry 6:
DFT (ωB97M-V with the def2-TZVPD basis set) results for a structure of composition C11H29I2OP2SiV.

XYZ file:
```
47
Properties=species:S:1:pos:R:3:forces:R:3:mulliken_charge:R:1
I -0.75192 2.57245 1.58766 0.13 -0.32 0.02 -0.018
I -5.34947 1.83050 0.53724 0.16 -0.04 0.00 0.087
V -0.95050 0.38899 0.33148 4.51 1.44 0.33 -0.359
P -0.54524 1.76345 -1.67697 0.15 1.02 -1.73 0.892
C -1.95504 2.92831 -1.95547 0.17 -0.52 0.22 -0.937
C 0.90326 2.86709 -1.89567 0.48 0.32 0.33 -1.233
H 0.92886 3.23667 -2.93928 -0.25 -0.31 0.43 0.452
H -0.46361 1.53175 -4.03951 -0.02 -0.36 0.10 0.477
H 1.89002 2.42179 -1.68542 -0.54 -0.02 0.00 0.263
H 0.21967 0.03163 -3.29116 -0.32 0.40 0.06 0.206
H -1.91317 3.65261 -1.13075 -0.16 0.05 -0.45 0.367
H 0.78588 3.74564 -1.24447 0.04 -0.27 -0.11 0.421
C -0.55955 0.80579 -3.21980 -0.26 -0.20 0.00 -1.237
H -1.93316 3.40786 -2.96614 0.07 -0.42 0.92 0.422
H -1.55460 0.34515 -3.26181 0.20 -0.09 -0.31 0.395
H -2.86040 2.31517 -1.81805 0.04 0.47 -0.26 0.278
P -1.16426 -0.76654 2.41267 -0.59 -0.86 1.78 1.019
C -2.67316 -0.23831 3.32471 0.09 0.08 -0.34 -0.971
C -1.45481 -2.54624 2.25901 -0.25 -0.35 -0.15 -1.365
H 1.19006 -0.80022 3.23668 -0.63 -0.07 0.14 0.277
H -0.05219 -1.40540 4.40971 0.22 0.44 -0.26 0.425
H 0.15572 0.37064 4.10051 -0.02 -0.46 -0.13 0.377
C 0.17515 -0.63629 3.64728 0.29 0.24 0.03 -1.125
H -0.68137 -3.13621 1.75753 0.03 0.26 0.17 0.432
H -1.59137 -2.92838 3.27576 0.00 -0.07 -0.17 0.473
H -2.90243 -0.90209 4.18984 0.25 0.54 -0.63 0.416
H -3.50917 -0.21381 2.60797 0.10 -0.21 0.35 0.275
H -2.38893 -2.69291 1.70839 0.03 -0.07 0.08 0.402
H -2.51023 0.80376 3.61704 -0.10 -0.23 0.31 0.359
C -2.55244 -0.24251 -0.39651 -6.89 -5.86 -3.56 0.382
O -3.26696 -1.04830 -0.87069 3.40 4.35 2.24 -0.207
C 2.62740 -0.62903 -2.42027 -0.23 0.24 0.03 -1.103
Si 2.11050 -1.02105 -0.65026 2.51 -0.46 -0.10 0.227
C 3.04188 -2.67024 -0.23525 -0.78 0.07 -0.02 -1.111
C 2.78236 0.25418 0.58708 -0.18 0.56 0.07 -0.750
C 0.21852 -1.06732 -0.47885 -0.80 -0.43 1.11 -0.533
H 3.72430 -0.73797 -2.44639 -0.35 0.08 -0.05 0.359
H 2.37668 0.39199 -2.73848 0.19 -0.19 0.05 0.319
H 2.20720 -1.31343 -3.17467 0.15 0.08 0.32 0.399
H 4.13303 -2.59582 -0.42442 -0.64 0.36 0.07 0.334
H 2.91503 -2.97064 0.82095 0.03 0.08 -0.42 0.330
H 2.68842 -3.49781 -0.87470 0.05 0.24 0.29 0.358
H 2.40005 1.26893 0.37885 0.09 -0.21 -0.02 0.190
H 2.46368 0.04001 1.62036 0.15 -0.10 -0.27 0.134
H 3.89055 0.34963 0.60565 -0.68 -0.32 -0.17 0.399
H -0.29926 -1.33729 -1.42569 0.22 0.32 0.26 0.593
H 0.05505 -1.92618 0.24429 -0.07 0.83 -0.58 0.204
```
Positions in Å, forces in eV/Å.

Values from the calculation:
- Calculated total energy: -3022.73851 Ha
- Spin multiplicity: 3
- Kohn-Sham gap (spin up / spin down): 0.2131 / 0.2263 Ha
- HOMO energy (spin up / spin down): -15.884 / -15.622 eV
- F_max: 0.1890 hartree/bohr
- Total charge: +2